(1)
19
Properties=species:S:1:pos:R:3 method="wB97M-V/def2-TZVPD" gap_ev=11.02 lumo_ha=0.03230 smiles=OCCCCCO de_lowest_kj_mol=104.0
H 0.520 -0.863 0.251
H -2.111 -1.326 1.417
H 1.745 1.955 0.953
H 3.530 0.688 0.790
H -0.579 -2.717 0.298
H 0.709 0.690 -1.589
H -1.268 -0.698 -1.403
O -1.507 -2.726 0.024
H 2.432 2.311 -0.676
C -2.091 -1.494 0.342
O 2.812 0.412 0.207
C -0.078 0.058 0.243
C -1.414 -0.330 -0.384
H -2.063 0.546 -0.346
C 0.650 1.089 -0.604
H 0.074 2.011 -0.761
H -3.122 -1.579 0.007
C 1.983 1.551 -0.033
H -0.221 0.422 1.265

***

(2)
45
Properties=species:S:1:pos:R:3 method="wB97M-V/def2-TZVPD" gap_ev=5.70 charge=+1 lumo_ha=-0.20159 de_lowest_kj_mol=154.9
C 2.973 0.076 -0.728
C 0.581 -0.090 -3.738
O -0.176 -4.405 6.431
C 2.408 0.027 -2.131
C 0.068 1.439 2.529
N 0.035 0.224 2.100
C 0.066 4.186 -0.606
C 1.488 -0.044 -4.786
C 1.063 -0.063 -2.442
H -0.116 -2.066 6.086
C 0.099 2.475 1.514
C -0.049 -3.337 2.961
H -0.057 -4.266 2.407
Ir 0.136 0.042 0.151
N -1.826 -0.203 0.066
S -4.589 -0.053 0.122
C 0.066 4.704 0.677
Br -1.277 -0.167 -4.031
C -0.012 -2.157 2.238
C 0.079 3.835 1.759
C -0.128 -4.517 5.242
C -0.086 -3.298 4.349
C -0.009 -0.941 2.907
H 1.133 -0.069 -5.807
H -0.085 -5.680 3.704
C 2.845 0.033 -4.502
C -0.086 -2.068 5.006
H 0.051 5.773 0.839
C -0.048 -0.885 4.297
H 3.552 0.068 -5.319
N 0.115 1.985 0.244
O 4.158 0.181 -0.558
H 0.046 4.829 -1.473
H 0.239 -0.105 -1.699
H 4.358 0.134 -2.967
O -0.124 -5.726 4.666
C -3.006 -0.128 0.085
O 2.127 0.018 0.286
H 0.066 4.199 2.776
C 0.090 2.815 -0.799
H 0.001 -2.218 1.150
H -0.053 0.049 4.838
C 3.303 0.072 -3.195
H 0.087 2.369 -1.783
H 0.067 1.687 3.581

***

(3)
51
Properties=species:S:1:pos:R:3 method="wB97M-V/def2-TZVPD" gap_ev=10.51 lumo_ha=0.01222 smiles=CCO.CCO.CCO.CO.CO.CO.CO de_lowest_kj_mol=427.4
C -1.264 -0.594 0.205
H -3.522 -3.985 -3.744
H 5.103 2.937 -1.019
H -1.472 0.267 6.302
C 4.602 2.167 -0.432
O 4.471 1.067 -1.249
O -1.151 -5.029 -3.690
C -4.146 6.457 -1.696
H -0.568 1.429 -0.142
H 1.332 1.734 -5.611
H -2.095 -0.797 -0.470
H -0.747 0.997 1.553
O -4.968 6.014 -2.745
H -4.402 5.605 -3.403
C -2.902 -3.786 -4.619
H 3.250 -1.266 4.410
C -1.801 -4.821 -4.900
H -0.859 -5.943 -3.721
C -2.353 -0.140 6.798
H 1.180 -0.037 -5.747
O -0.020 -1.053 -0.327
H -4.642 7.128 -0.994
H -3.108 0.645 6.842
H -2.519 -2.767 -4.582
H -3.532 -3.698 -5.504
C 0.649 0.912 -5.826
H -2.087 -0.303 7.843
O -2.689 -1.373 6.153
C 4.285 -1.396 4.727
H 3.980 0.079 6.183
H -3.182 6.845 -2.026
H 3.738 0.542 -0.919
H 5.391 -0.757 6.526
O 3.677 -1.691 7.125
C 4.376 -0.936 6.169
O -0.008 1.173 -7.042
H -1.964 -1.986 6.009
C -1.185 0.871 0.562
H 0.622 0.911 -7.718
H -0.268 -1.880 -0.748
H -3.805 5.617 -1.092
H -1.492 -1.263 1.035
H 5.175 1.909 0.459
H -2.241 -5.719 -5.334
H 3.442 -1.089 7.835
H -0.088 0.940 -5.024
H -2.184 1.306 0.579
H 4.945 -0.827 4.073
H 4.552 -2.452 4.677
H -1.079 -4.364 -5.576
H 3.572 2.402 -0.165